No. 1
{
  "formula": "C50H59FN6O2Sn",
  "method": "ωB97M-V with the def2-TZVPD basis set",
  "species": ["Sn", "C", "C", "C", "C", "C", "C", "C", "N", "C", "C", "C", "C", "C", "C", "O", "C", "C", "C", "C", "C", "C", "C", "C", "C", "O", "C", "C", "C", "C", "C", "C", "H", "H", "H", "H", "H", "H", "H", "H", "H", "H", "H", "H", "H", "H", "H", "H", "H", "H", "H", "H", "H", "H", "H", "H", "H", "H", "H", "H", "H", "H", "H", "H", "H", "H", "H", "H", "H", "H", "H", "H", "C", "N", "C", "C", "N", "C", "C", "C", "C", "C", "C", "N", "C", "N", "C", "C", "C", "C", "C", "C", "N", "H", "H", "H", "H", "H", "H", "H", "H", "H", "H", "H", "H", "H", "H", "H", "F", "C", "C", "C", "C", "C", "C", "H", "H", "H", "H"],
  "positions_angstrom": [[2.577, -0.108, -0.467], [-4.658, 0.946, 4.435], [-4.098, 0.024, 3.353], [-4.912, 0.239, 2.066], [-4.245, -1.431, 3.818], [-2.637, 0.326, 3.039], [-1.979, -0.406, 2.071], [-0.701, -0.056, 1.625], [-0.008, -0.754, 0.610], [-0.519, -1.615, -0.221], [-1.918, -1.786, -0.538], [-2.347, -2.811, -1.293], [-1.368, -3.746, -1.843], [-0.027, -3.610, -1.773], [0.497, -2.521, -0.946], [1.718, -2.379, -0.775], [0.931, -4.550, -2.503], [1.866, -3.749, -3.427], [0.169, -5.546, -3.379], [1.756, -5.339, -1.472], [-3.842, -2.981, -1.568], [-4.445, -1.667, -2.089], [-4.520, -3.354, -0.237], [-4.134, -4.085, -2.590], [-0.023, 0.996, 2.285], [1.152, 1.376, 1.664], [-0.604, 1.686, 3.349], [-1.922, 1.344, 3.658], [0.081, 2.824, 4.124], [1.316, 2.292, 4.905], [-0.833, 3.436, 5.196], [0.423, 3.968, 3.128], [-5.706, 0.698, 4.605], [-4.134, 0.825, 5.386], [-4.614, 1.997, 4.138], [-5.974, 0.081, 2.263], [-4.784, 1.258, 1.692], [-4.609, -0.458, 1.278], [-5.284, -1.636, 4.082], [-3.955, -2.142, 3.039], [-3.628, -1.621, 4.699], [-2.443, -1.301, 1.701], [-2.616, -1.037, -0.208], [-1.759, -4.578, -2.409], [1.286, -3.166, -4.149], [2.513, -3.077, -2.865], [2.497, -4.446, -3.982], [-0.459, -5.037, -4.116], [0.888, -6.159, -3.923], [-0.453, -6.223, -2.788], [2.354, -4.678, -0.846], [1.102, -5.931, -0.827], [2.431, -6.025, -1.988], [-4.352, -0.851, -1.370], [-3.969, -1.359, -3.019], [-5.508, -1.810, -2.289], [-4.427, -2.548, 0.496], [-5.583, -3.542, -0.402], [-4.077, -4.257, 0.189], [-3.628, -3.907, -3.543], [-3.854, -5.074, -2.219], [-5.206, -4.108, -2.788], [-2.405, 1.891, 4.450], [1.044, 2.116, 5.947], [1.695, 1.349, 4.526], [2.132, 3.016, 4.898], [-1.153, 2.700, 5.937], [-0.257, 4.200, 5.722], [-1.712, 3.925, 4.772], [0.480, 3.624, 2.093], [-0.353, 4.734, 3.163], [1.366, 4.451, 3.390], [4.746, 2.309, -1.930], [4.772, 0.845, -1.813], [4.770, 0.122, -3.087], [3.374, 0.015, -3.615], [2.304, -0.056, -2.852], [1.211, -0.137, -3.726], [-0.157, -0.211, -3.481], [-0.993, -0.303, -4.575], [-0.497, -0.316, -5.886], [0.853, -0.228, -6.145], [1.688, -0.137, -5.038], [3.066, -0.027, -4.924], [3.495, 2.905, -1.347], [2.424, 2.242, -0.974], [1.516, 3.198, -0.504], [0.229, 3.045, 0.008], [-0.422, 4.183, 0.435], [0.182, 5.449, 0.348], [1.447, 5.615, -0.182], [2.096, 4.460, -0.604], [3.357, 4.235, -1.149], [4.823, 2.616, -2.977], [5.602, 2.740, -1.411], [5.598, 0.570, -1.297], [5.159, -0.884, -2.912], [5.416, 0.589, -3.836], [-0.547, -0.194, -2.474], [-2.061, -0.361, -4.425], [-1.192, -0.390, -6.712], [1.240, -0.234, -7.156], [3.722, -0.026, -5.688], [-0.238, 2.068, 0.063], [-1.420, 4.107, 0.847], [-0.360, 6.316, 0.701], [1.899, 6.594, -0.266], [4.045, 4.941, -1.356], [6.239, 1.412, 3.643], [4.980, 1.410, 3.199], [4.243, 0.241, 3.277], [2.943, 0.243, 2.798], [2.401, 1.411, 2.282], [3.153, 2.567, 2.188], [4.459, 2.571, 2.660], [4.685, -0.647, 3.709], [2.332, -0.650, 2.864], [2.718, 3.459, 1.756], [5.070, 3.465, 2.621]],
  "atomic_forces_ev_per_a": [[0.029, 0.363, -0.090], [0.009, -0.004, 0.025], [-0.052, -0.085, -0.001], [-0.012, 0.008, 0.008], [0.043, -0.007, 0.026], [0.092, 0.108, 0.071], [0.199, -0.138, -0.034], [-0.057, -0.009, -0.157], [0.355, -0.497, -0.098], [0.312, 0.474, 0.177], [0.091, -0.089, -0.116], [-0.087, -0.013, -0.062], [-0.083, 0.020, -0.015], [-0.026, 0.034, 0.021], [0.053, -0.088, -0.030], [-0.743, 0.479, 0.017], [0.116, -0.014, 0.132], [-0.034, 0.032, 0.024], [-0.027, -0.010, 0.003], [0.005, 0.035, 0.001], [-0.041, -0.060, -0.007], [0.030, -0.020, 0.058], [0.028, -0.029, -0.013], [0.028, 0.040, -0.011], [0.049, -0.422, -0.254], [0.680, 0.037, 0.451], [-0.147, 0.219, 0.118], [-0.004, -0.074, 0.174], [0.067, 0.163, -0.013], [-0.071, -0.057, 0.066], [-0.003, 0.060, -0.059], [0.257, -0.349, 0.341], [0.004, 0.015, 0.015], [-0.018, 0.014, -0.035], [0.009, -0.037, 0.023], [0.034, -0.020, -0.019], [-0.017, -0.035, -0.004], [-0.026, 0.068, 0.059], [0.020, -0.002, -0.028], [-0.005, 0.027, 0.042], [-0.034, -0.011, -0.022], [-0.102, -0.090, -0.122], [-0.002, 0.104, 0.072], [-0.027, 0.053, -0.007], [0.015, 0.003, -0.013], [-0.018, -0.012, -0.034], [-0.010, 0.019, -0.004], [0.024, -0.049, 0.012], [-0.015, -0.004, 0.018], [0.013, 0.031, -0.031], [-0.003, -0.060, -0.023], [0.027, 0.004, -0.030], [-0.020, 0.008, 0.010], [-0.021, -0.039, -0.027], [0.037, 0.017, -0.074], [0.020, 0.012, 0.028], [0.002, -0.066, -0.050], [0.026, 0.015, 0.015], [-0.033, 0.022, 0.001], [-0.025, -0.017, 0.047], [0.006, 0.037, -0.029], [0.020, -0.018, 0.006], [-0.024, 0.030, -0.034], [-0.015, -0.002, -0.009], [-0.025, 0.082, 0.095], [-0.045, -0.028, 0.008], [0.018, 0.025, -0.001], [-0.036, -0.006, -0.004], [0.002, -0.050, 0.003], [0.315, 0.050, 1.105], [-0.035, -0.034, -0.039], [-0.055, 0.040, 0.081], [-0.216, 0.013, 0.089], [0.012, -0.059, -0.002], [-0.062, -0.046, -0.021], [-0.016, -0.002, 0.048], [-0.167, -0.047, 0.147], [0.140, -0.083, 0.022], [0.056, -0.042, 0.007], [-0.024, -0.009, 0.074], [-0.037, -0.010, -0.045], [0.086, -0.019, -0.047], [-0.021, -0.008, 0.105], [0.046, -0.040, -0.058], [-0.031, 0.160, 0.072], [-0.104, -0.168, 0.136], [-0.104, 0.063, -0.177], [-0.389, 0.173, -0.880], [-0.213, 0.090, -0.979], [-0.007, 0.078, -0.224], [-0.091, 0.108, 0.075], [0.045, -0.172, -0.049], [-0.016, -0.023, -0.007], [0.021, 0.003, -0.026], [0.059, 0.001, -0.008], [-0.012, -0.013, 0.089], [0.007, -0.007, 0.012], [0.014, 0.012, -0.030], [-0.096, 0.024, 0.089], [-0.055, 0.001, 0.036], [0.018, 0.006, 0.019], [-0.013, 0.009, 0.032], [0.041, 0.041, 0.029], [-0.045, 0.296, -0.147], [0.037, -0.026, -0.014], [0.017, -0.021, -0.024], [-0.007, -0.035, 0.019], [0.010, -0.021, -0.024], [0.101, 0.004, 0.052], [-0.084, -0.015, -0.059], [0.032, -0.034, 0.059], [-0.016, -0.110, 0.134], [-0.076, -0.326, -0.266], [0.096, 0.150, -0.083], [-0.019, -0.010, -0.023], [-0.003, 0.031, -0.009], [-0.006, 0.002, -0.027], [0.069, -0.102, 0.112], [-0.013, -0.022, 0.015]],
  "lowdin_charge": [1.56, -0.05, -0.55, -0.03, -0.03, -0.14, 0.04, -0.14, 0.15, -0.17, 0.00, -0.11, 0.09, -0.08, -0.24, -0.14, -0.53, -0.03, -0.05, -0.02, -0.54, -0.03, -0.02, -0.05, -0.15, -0.13, -0.05, 0.07, -0.46, -0.01, -0.07, -0.03, 0.09, 0.10, 0.09, 0.10, 0.10, 0.05, 0.09, 0.07, 0.10, 0.10, 0.10, 0.09, 0.09, 0.06, 0.09, 0.10, 0.10, 0.10, 0.08, 0.10, 0.10, 0.07, 0.08, 0.10, 0.06, 0.10, 0.10, 0.09, 0.09, 0.10, 0.09, 0.09, 0.06, 0.09, 0.09, 0.10, 0.09, 0.03, 0.09, 0.09, -0.09, -0.11, -0.12, -0.31, 0.05, -0.21, 0.00, -0.05, -0.05, 0.01, -0.18, 0.20, -0.30, 0.04, -0.22, -0.03, -0.09, -0.06, 0.01, -0.18, 0.19, 0.14, 0.14, 0.13, 0.14, 0.14, 0.10, 0.10, 0.12, 0.12, 0.18, 0.11, 0.13, 0.12, 0.12, 0.18, 0.09, -0.27, 0.02, -0.07, -0.36, -0.01, 0.03, 0.13, 0.14, 0.11, 0.13],
  "lumo_ev": -6.66,
  "gap_ev": 6.3,
  "de_lowest_ev": 1.054,
  "energy_ha": -2733.4564,
  "fmax_ev_per_a": 1.15,
  "charge": 2,
  "e_homo_ha": -0.4772
}


No. 2
{
  "formula": "C2H4N4O",
  "method": "ωB97M-V with the def2-TZVPD basis set",
  "species": ["C", "C", "H", "H", "H", "H", "N", "N", "N", "N", "O"],
  "positions_angstrom": [[-0.906, 0.110, -0.069], [1.185, -0.094, -0.022], [-2.277, -1.439, -0.051], [-2.869, 0.050, 0.501], [1.630, 1.933, -0.047], [2.539, -1.337, 0.349], [-2.209, -0.377, -0.201], [-0.525, 1.292, -0.218], [0.850, 1.200, 0.046], [0.073, -0.906, -0.059], [2.511, -0.433, -0.228]],
  "atomic_forces_ev_per_a": [[-0.608, -5.612, -1.015], [-1.209, -1.457, -0.864], [0.630, 2.340, -0.394], [0.984, -0.394, -1.291], [-2.478, -1.148, -0.048], [0.431, 2.855, -2.258], [-1.777, -0.795, 1.831], [1.359, 4.010, 1.253], [1.886, 0.371, -1.112], [2.718, 2.947, 0.655], [-1.936, -3.118, 3.242]],
  "nbo_charge": [0.47, 0.62, 0.40, 0.38, 0.43, 0.51, -0.82, -0.33, -0.42, -0.58, -0.66],
  "lumo_ev": 0.52,
  "smiles": "Nc1n[nH]c(O)n1",
  "gap_ev": 9.6,
  "de_lowest_ev": 1.467,
  "energy_ha": -372.8464,
  "fmax_ev_per_a": 5.74,
  "e_homo_ha": -0.3352
}


No. 3
{
  "formula": "C8H7FO2",
  "method": "ωB97M-V with the def2-TZVPD basis set",
  "species": ["C", "C", "C", "C", "C", "C", "C", "C", "O", "O", "F", "H", "H", "H", "H", "H", "H", "H"],
  "positions_angstrom": [[1.539, 0.067, -0.202], [1.016, -1.208, -0.431], [0.836, 0.922, 0.578], [-0.191, -1.717, 0.069], [-1.317, 1.903, 1.268], [-2.069, -0.363, -1.053], [-0.482, 1.068, 0.361], [-1.381, -1.068, 0.097], [-1.069, 2.235, 2.420], [-3.214, -0.003, -0.962], [-2.159, -1.490, 1.127], [2.682, 0.151, -0.352], [1.594, -1.982, -0.830], [1.235, 1.649, 1.308], [-0.059, -2.751, 0.534], [-2.306, 2.117, 0.847], [-1.396, -0.209, -1.978], [-1.043, 0.904, -0.558]],
  "atomic_forces_ev_per_a": [[3.307, -2.771, -0.935], [-0.416, 1.214, -0.192], [-0.403, 2.633, 0.402], [0.519, -1.316, -0.170], [-0.331, -0.372, 1.412], [-0.285, -0.650, 0.068], [-1.901, 1.457, 0.717], [-0.200, -1.152, 1.299], [0.271, -0.301, -1.499], [0.496, -0.210, -0.506], [-0.702, 0.334, -0.917], [-2.027, 0.036, 0.236], [1.546, -0.709, -0.483], [0.215, -0.822, -0.250], [-0.677, 1.537, -0.430], [-0.225, 0.318, -0.084], [-0.875, -0.310, 1.019], [1.688, 1.084, 0.310]],
  "nbo_charge": [-0.21, -0.19, -0.19, -0.29, 0.39, 0.32, -0.28, 0.34, -0.51, -0.49, -0.32, 0.23, 0.21, 0.25, 0.25, 0.12, 0.16, 0.21],
  "lumo_ev": -0.80,
  "smiles": "O=C/C=C/C=C\\C=C(\\F)C=O",
  "gap_ev": 8.7,
  "de_lowest_ev": 4.371,
  "energy_ha": -559.2266,
  "fmax_ev_per_a": 4.41,
  "e_homo_ha": -0.3494
}